No. 1
Density functional theory data (wB97M-V/def2-TZVPD) for C6H12O in the gas phase at a distorted geometry.

SMILES   CC[C@H]1CCCO1
HOMO energy   -9.43 eV
Relative energy (zero: lowest compared OMol25 entry of this formula, charge and spin)   117.8 kJ/mol
Strongest force on any atom   0.021 hartree/bohr
E_LUMO   1.12 eV

The geometry in XYZ format:
```
19
C6H12O, DFT wB97M-V/def2-TZVPD
H -2.486 -0.524 -0.768
H -2.664 -1.444 0.762
H 1.240 -1.259 0.950
H -0.667 1.845 -0.167
H 1.706 2.209 -0.876
H -0.577 -1.859 -1.204
H -2.020 0.143 0.747
C 1.298 0.026 -0.811
C -0.654 -1.596 -0.134
C 1.472 1.408 -0.174
C -2.016 -0.800 0.174
H -0.607 -2.578 0.374
H 0.688 0.091 -1.722
O -0.018 0.302 1.139
C 0.534 -0.725 0.300
H 2.253 -0.435 -1.093
C 0.143 1.564 0.541
H 2.248 1.353 0.597
H 0.128 2.277 1.367
```

Atom charges from the Mulliken analysis, given in e for atoms 1 to 2: 0.26, 0.32

No. 2
Density functional theory data (wB97M-V/def2-TZVPD) for C2H4N2O2 in the gas phase at a distorted geometry.

SMILES   C=[N+]([O-])C(N)=O
HOMO energy (alpha / beta)   -9.34 / -9.34 eV
Relative energy (zero: lowest compared OMol25 entry of this formula, charge and spin)   684.5 kJ/mol
Strongest force on any atom   0.166 hartree/bohr
E_LUMO (alpha / beta)   -0.74 / -0.74 eV

The geometry in XYZ format:
```
10
C2H4N2O2, DFT wB97M-V/def2-TZVPD
C -0.478 -0.379 -0.083
C 0.795 1.516 0.109
H -1.730 -1.783 0.127
N -0.734 -1.655 0.074
O -1.786 0.591 -0.439
H -0.310 1.999 0.270
H -0.127 -2.339 0.473
H 1.669 2.226 0.074
O 1.872 -0.432 -0.464
N 0.828 0.258 -0.140
```

Atom charges from the Mulliken analysis, given in e for atoms 1 to 2: 0.33, -0.32

No. 3
Density functional theory data (wB97M-V/def2-TZVPD) for C6H9N in the gas phase at a distorted geometry.

HOMO energy   -6.57 eV
Relative energy (zero: lowest compared OMol25 entry of this formula, charge and spin)   598.1 kJ/mol
Strongest force on any atom   0.092 hartree/bohr
E_LUMO   -0.82 eV

The geometry in XYZ format:
```
16
C6H9N, DFT wB97M-V/def2-TZVPD
C 1.359 -0.932 -1.982
C -1.961 0.873 1.476
H -2.690 1.342 0.842
N 0.531 0.698 1.316
H 2.412 -0.822 -1.730
H -1.341 -0.599 1.698
H -1.562 -1.047 -0.554
H 1.038 -0.265 -2.789
C -0.797 0.131 1.033
H 0.418 1.700 1.286
C 1.438 0.241 0.181
H 2.026 1.067 -0.219
H 1.364 -1.978 -2.196
C -0.618 -0.666 -0.196
H -2.312 0.807 2.513
C 0.694 -0.550 -0.680
```

Atom charges from the Mulliken analysis, given in e for atoms 1 to 2: -1.19, -1.11

No. 4
Density functional theory data (wB97M-V/def2-TZVPD) for 13 unconnected molecules or ions with the total composition C48H70O39 at a distorted geometry.

HOMO energy   -9.82 eV
Relative energy (zero: lowest compared OMol25 entry of this formula, charge and spin)   0.0 kJ/mol
Strongest force on any atom   0.056 hartree/bohr
E_LUMO   -0.50 eV

The geometry in XYZ format:
```
157
C48H70O39, DFT wB97M-V/def2-TZVPD
C 2.368 5.843 -2.770
C 1.943 2.381 -7.103
H -0.157 -6.826 3.840
H -1.940 -0.661 -3.035
H 1.446 3.622 -4.327
O 2.768 2.999 5.764
C 2.561 -0.576 -5.118
H -0.380 0.749 -6.762
O 2.537 5.614 -1.372
O -3.920 -3.513 3.767
H -0.200 2.824 -4.489
O -3.946 -1.954 -2.351
C 3.770 -1.542 -2.080
H -2.994 -4.236 -4.068
C 1.302 0.950 -0.655
O -5.455 -5.122 3.922
O 3.478 -1.869 -3.333
C 2.406 -2.405 1.819
O 0.876 -4.553 -3.052
C -5.283 -1.705 4.226
H 4.671 -1.005 -4.739
C -0.506 -3.311 -0.143
O -1.819 3.512 1.976
H 1.075 1.426 -2.707
O 3.716 -2.304 -1.155
O 0.136 -2.654 4.305
C -0.620 2.115 5.375
O -2.947 -3.896 -2.004
H -3.139 0.016 0.009
O 3.553 3.887 -2.301
O 0.068 -3.040 -4.501
O 4.092 -0.248 -1.964
O 1.032 2.824 -7.972
H -3.283 -2.118 5.045
H 2.378 4.499 -5.432
C -1.321 5.501 -0.730
C 0.912 -5.761 5.489
O 0.207 -2.576 -2.299
H 2.747 6.810 -3.094
O 0.099 -0.720 2.055
C 1.997 -4.280 2.965
C -3.580 -2.866 -1.410
H -0.615 -2.285 0.208
C -2.864 1.062 -0.153
C -5.314 1.269 0.591
C 3.150 4.445 -1.164
H -5.012 0.608 1.403
C 0.531 2.066 0.045
H -0.663 1.152 -4.223
C -1.446 4.319 1.186
H 1.023 -7.585 6.740
H -2.034 6.835 0.950
H -0.377 7.191 0.413
O -1.224 1.934 6.654
C -1.133 6.413 0.487
C 3.176 2.755 4.670
C 0.763 0.612 -2.043
H -1.391 -3.769 -0.588
H -5.539 -1.301 5.203
O 1.140 -0.208 0.175
H -5.909 0.774 -0.171
C -5.168 -3.973 3.920
H 5.377 2.796 2.810
H -1.388 2.257 4.612
O 0.263 0.325 6.507
O -3.192 2.493 -3.233
O -0.257 1.104 8.541
C 3.112 4.717 -3.409
O 3.260 3.933 -0.081
H -1.985 -1.965 2.993
H -2.115 5.894 -1.367
C -3.315 2.146 -2.101
C -0.677 1.960 -4.952
H -0.288 -3.931 0.729
C -0.226 2.852 -7.294
H 2.376 1.144 -0.615
C 0.361 -3.365 -3.393
H 1.808 -1.668 1.282
H -0.433 5.480 -1.365
H 3.127 3.037 -4.721
H -1.067 2.608 -7.942
C 0.146 -3.808 4.566
H 1.035 2.874 0.575
O 0.830 -4.333 5.614
H -1.504 -3.582 -3.484
H 1.846 -5.866 4.932
H 2.398 -1.471 -5.711
O -1.740 4.291 -0.130
C -4.071 1.964 0.044
H -1.110 -6.321 5.241
O 1.906 -5.451 3.147
H 3.883 0.923 2.273
O -0.515 -4.809 3.941
H 3.228 -1.476 3.621
H -5.517 -0.994 3.432
C 0.833 -6.511 6.809
H -3.403 -1.714 1.973
H 1.230 -0.324 -2.331
C 0.649 -3.254 -1.132
C 2.389 -2.095 3.303
H 0.848 0.734 4.567
H -2.987 -0.288 -4.433
C 0.415 0.113 1.246
O -4.326 2.408 -1.285
C 4.040 0.413 -3.234
H 2.661 0.328 -5.726
H -1.735 2.198 -5.082
C 4.319 3.062 2.738
H 1.600 -6.175 7.506
C 1.120 -4.627 -1.641
C -2.582 -3.561 -3.309
H -0.170 -6.456 7.233
H -1.532 -1.290 -4.586
H 2.192 -4.658 -1.457
H 1.502 -1.530 3.596
C 2.485 3.891 -4.531
C -0.066 0.723 5.163
H 3.332 -2.583 1.272
H 1.662 -0.345 -4.545
C -0.413 1.104 7.356
H -5.941 2.040 1.044
C -0.086 1.703 -6.320
H 2.549 2.031 1.993
C 3.763 -0.737 -4.198
O 3.119 2.582 -7.188
H 1.504 -2.723 -0.712
H -2.917 -0.429 3.025
O 3.828 3.646 3.922
H -2.085 1.308 0.568
C 3.419 1.843 2.627
H 1.298 5.808 -3.002
O -2.386 1.347 -1.463
O 1.695 -3.654 1.787
H -0.676 -0.078 4.744
H 0.104 2.923 5.289
O 2.404 -3.397 3.883
H 4.076 5.109 -3.748
H 4.943 0.896 -3.603
H -0.320 2.468 -0.506
H -0.326 0.645 -2.075
H 3.221 1.130 -3.238
H -0.431 3.812 -6.820
O -0.073 1.344 1.191
H -3.778 2.829 0.637
H -4.099 -2.293 -4.302
O -3.826 -2.717 -0.260
C -3.799 -2.114 4.082
C -0.276 -6.047 4.588
C -3.269 -2.232 -3.597
O 3.059 1.583 3.997
H 0.564 -5.455 -1.211
C -2.389 -1.059 -3.947
C -2.978 -1.520 2.962
O -6.006 -2.926 4.140
O -0.800 5.448 1.495
H 4.205 3.760 1.914
O 1.350 1.660 -6.123
```

Atom charges from the Mulliken analysis, given in e for atoms 1 to 2: -0.34, 0.41